# 1
Entry from OMol25: a 8-piece molecular cluster, C35H57ClN8O3 overall at a distorted geometry (ωB97M-V/def2-TZVPD).

The SMILES is C[C@@H](Cl)CC1=C(N)C(=O)OC1=O.CCCC#N.CCCC#N.CCCC#N.CCCC#N.CCCC#N.CCCC#N.CCCC#N. As for the energy: -2491.78621 hartree. The calculation puts the gap between HOMO and LUMO at 9.041 eV. Its spin multiplicity is 1. The calculation puts the LUMO energy at -0.481 eV.

Element x y z (Å)
C  -2.24396  1.57167  -0.21461
C  -3.26762  0.45631  -0.02015
Cl  -4.91188  1.11444  -0.40508
C  -3.07365  -0.71783  -0.97216
C  -1.79626  -1.46824  -0.87235
C  -1.06356  -1.93326  0.16665
N  -1.22838  -1.73398  1.53472
C  -0.07458  -2.90596  -0.38191
O  0.51536  -3.76237  0.20162
O  -0.09723  -2.86157  -1.78993
C  -0.96392  -1.81920  -2.02243
O  -0.81269  -1.06691  -2.95350
H  -2.58658  2.25464  -0.98135
H  -2.17841  2.13802  0.71024
H  -1.26415  1.16888  -0.45399
H  -3.35323  0.14956  1.01405
H  -3.84937  -1.44176  -0.69792
H  -3.29296  -0.48265  -2.00781
H  -0.30284  -1.49853  1.88202
H  -1.73627  -0.86174  1.61203
C  1.61567  -4.02076  -6.23285
C  0.79077  -3.11080  -5.33056
C  -0.65787  -3.56508  -5.15872
C  -1.37086  -3.59286  -6.43612
N  -1.91948  -3.60577  -7.44443
H  1.21707  -4.04450  -7.24789
H  2.64664  -3.66796  -6.29464
H  1.62583  -5.03800  -5.84732
H  0.79543  -2.09402  -5.73121
H  1.24843  -3.06890  -4.33979
H  -1.16265  -2.87746  -4.48332
H  -0.69478  -4.56292  -4.71946
C  3.37423  0.09703  3.88111
C  2.61340  1.00643  4.84047
C  1.17814  0.53815  5.10521
C  0.41018  0.51219  3.86345
N  -0.16059  0.52034  2.86762
H  2.90635  0.07571  2.89548
H  4.39581  0.45142  3.74685
H  3.41929  -0.92525  4.26238
H  2.59268  2.02008  4.43555
H  3.14152  1.05203  5.79454
H  0.68233  1.21385  5.80196
H  1.17431  -0.46320  5.53920
C  0.82102  5.90555  3.42449
C  1.51930  6.32505  4.71456
C  2.05015  5.13383  5.51713
C  0.96139  4.23974  5.90980
N  0.10116  3.53613  6.20018
H  -0.05768  5.29184  3.62857
H  0.48551  6.78163  2.87028
H  1.49082  5.33527  2.77753
H  0.83098  6.89592  5.33609
H  2.35717  6.98242  4.47638
H  2.55150  5.47625  6.42008
H  2.76768  4.56502  4.92184
C  -0.75577  3.89581  9.80625
C  0.31055  4.54616  10.68088
C  0.38903  6.06604  10.49563
C  0.72739  6.41690  9.11545
N  0.99778  6.68474  8.03311
H  -0.54549  4.03240  8.74525
H  -0.79922  2.82314  9.99317
H  -1.74222  4.31426  10.01545
H  1.28325  4.10310  10.45882
H  0.09694  4.33777  11.73058
H  1.14935  6.49372  11.14944
H  -0.56641  6.53021  10.74344
C  -3.30327  -7.21481  -4.12332
C  -2.56800  -8.54173  -3.96998
C  -1.08648  -8.36237  -3.61952
C  -0.38881  -7.61661  -4.66773
N  0.14588  -7.03954  -5.50350
H  -2.89176  -6.62344  -4.94302
H  -4.35706  -7.38447  -4.34121
H  -3.23951  -6.62277  -3.20782
H  -2.65586  -9.11365  -4.89507
H  -3.04141  -9.13130  -3.18331
H  -0.59770  -9.32973  -3.50433
H  -0.97901  -7.81810  -2.67996
C  2.46839  0.30076  -3.96188
C  3.62237  -0.49887  -3.37058
C  3.25622  -1.18025  -2.04511
C  2.87376  -0.21069  -1.01589
N  2.57344  0.54922  -0.20926
H  2.16860  1.12502  -3.31248
H  2.75089  0.73105  -4.92311
H  1.60052  -0.34465  -4.11527
H  4.48295  0.15641  -3.22452
H  3.92666  -1.27263  -4.07772
H  4.10053  -1.75769  -1.66822
H  2.41919  -1.86612  -2.19253
C  -2.25921  2.47774  -7.11350
C  -1.10441  1.69941  -6.49348
C  -1.41493  1.18845  -5.08172
C  -1.69611  2.30197  -4.17509
N  -1.91757  3.17550  -3.46396
H  -2.48916  3.37459  -6.53674
H  -2.00801  2.79434  -8.12575
H  -3.16104  1.86518  -7.16646
H  -0.21637  2.33388  -6.46203
H  -0.86487  0.84288  -7.12626
H  -0.57239  0.62626  -4.68435
H  -2.28030  0.52459  -5.09534

Here are the Löwdin charges for atoms 1 to 4, given in e: -0.11, -0.70, 0.60, -0.17

=====

# 2
Entry from OMol25: a 4-piece molecular cluster, C31H35BF5O14 overall at a distorted geometry (ωB97M-V/def2-TZVPD).

Its total charge is -1. As for the energy: -2779.91963 hartree. The calculation puts the gap between HOMO and LUMO at 5.949 eV. Its spin multiplicity is 1. The calculation puts the LUMO energy at -0.119 eV.

Element x y z (Å)
C  -0.97617  -1.25169  1.05465
C  -1.13559  -1.79991  -0.38210
C  -0.39991  -3.13000  -0.50713
F  0.77648  -3.04979  0.30843
B  -0.03822  -3.55228  -2.04306
C  0.72329  -5.00459  -2.10969
C  0.05854  -6.12878  -1.26673
C  0.99808  -6.48909  -0.14065
F  0.42288  -7.31325  0.81204
C  0.87600  -2.44244  -2.82881
C  2.30073  -2.27093  -2.25351
C  3.35892  -2.57642  -3.31083
C  4.78593  -2.45203  -2.81119
O  5.01395  -3.23140  -1.63333
C  4.89619  -2.55843  -0.48042
C  4.23574  -3.32906  0.62731
O  5.30007  -1.46483  -0.29166
C  -1.47078  -3.65569  -2.86337
F  -2.53059  -4.06406  -2.11125
F  -1.89519  -2.48085  -3.39233
F  -1.46384  -4.50282  -3.91140
H  -1.88115  -0.73126  1.36138
H  -0.16776  -0.53552  1.11316
H  -0.85213  -2.05025  1.77167
H  -2.19266  -1.98745  -0.54214
H  -0.82600  -1.06692  -1.12143
H  -1.03246  -3.86028  -0.00540
H  0.80459  -5.36669  -3.13225
H  1.75606  -4.92166  -1.76143
H  -0.93200  -5.88536  -0.89836
H  -0.03197  -7.01189  -1.89988
H  1.84869  -7.00486  -0.57803
H  1.36725  -5.56955  0.30396
H  0.42955  -1.44959  -2.87176
H  0.96807  -2.76065  -3.86958
H  2.45550  -1.23718  -1.94337
H  2.49390  -2.91905  -1.40468
H  3.21462  -3.58495  -3.69595
H  3.22694  -1.91077  -4.16022
H  5.44253  -2.84891  -3.57944
H  5.05107  -1.40453  -2.70439
H  4.99330  -3.45582  1.39661
H  3.93844  -4.32356  0.32096
H  3.43501  -2.75558  1.07012
C  -5.40281  1.03404  1.59212
C  -5.73018  2.32601  1.50146
C  -5.52707  3.10431  0.23793
O  -5.85658  4.28051  0.22220
C  -4.93802  2.42868  -0.90252
C  -4.60409  1.13300  -0.81882
C  -4.82536  0.34670  0.44141
O  -4.49590  -0.81915  0.45376
O  -4.05116  0.47585  -1.82656
O  -6.24971  3.01138  2.52163
H  -5.53860  0.46330  2.49983
H  -4.77604  3.01007  -1.79910
H  -3.89336  -0.44084  -1.51770
H  -6.38886  3.91841  2.18638
C  1.54228  2.81205  3.53511
C  2.70473  3.24998  4.02922
C  4.02272  2.74687  3.51752
O  5.04072  3.20792  4.00562
C  4.01590  1.73616  2.47417
C  2.85255  1.28960  1.97651
C  1.53323  1.81547  2.47033
O  0.51630  1.38465  1.96342
O  2.79761  0.36584  1.02920
O  2.77676  4.15818  5.00172
H  0.58777  3.17014  3.89506
H  4.97080  1.36816  2.12624
H  1.85133  0.20433  0.83820
H  3.73106  4.29484  5.16519
C  -3.15893  6.37810  0.73979
C  -2.63871  7.58003  0.46660
C  -1.15711  7.80086  0.37976
O  -0.75447  8.91851  0.10956
C  -0.27579  6.66888  0.62678
C  -0.79312  5.46473  0.90306
C  -2.27634  5.24084  0.96546
O  -2.67242  4.11785  1.20655
O  -0.03707  4.39739  1.13778
O  -3.39260  8.65728  0.25267
H  -4.22476  6.20507  0.80086
H  0.78961  6.84352  0.57696
H  -0.65148  3.65263  1.30450
H  -2.76868  9.38843  0.07559

Here are the Löwdin charges for atoms 1 to 4, given in e: -0.08, -0.18, -0.23, -0.08

=====

# 3
Entry from OMol25: C2H7ClSi2 in the gas phase at a distorted geometry (ωB97M-V/def2-TZVPD).

As for the energy: -1119.59391 hartree. The calculation puts the gap between HOMO and LUMO at 10.870 eV. Its spin multiplicity is 1. The calculation puts the LUMO energy at 0.890 eV. For the energy above the lowest of the compared OMol25 structures with the same formula, charge and spin, the calculation gives 0.00 kcal per mole.

Element x y z (Å)
C  -0.92634  -0.96306  0.26564
C  0.76475  0.94854  -0.38250
Si  -0.98605  0.56513  -0.94294
Si  0.97729  -0.63192  0.56989
Cl  1.45993  -0.51731  2.50234
H  -1.17356  -0.53312  1.21260
H  -1.38808  -1.92033  0.01442
H  1.63495  1.03423  -0.91884
H  0.88284  1.77945  0.32886
H  -1.38874  0.31831  -2.39659
H  -1.96019  1.40634  -0.34960
H  2.10319  -1.48627  0.09673

Here are the natural (NBO) charges for atoms 1 to 4, given in e: -1.25, -1.36, 1.12, 1.33

=====

# 4
Entry from OMol25: a 3-piece molecular cluster, C3H12O3S overall (ωB97M-V/def2-TZVPD).

The SMILES is OCCCS.O.O. As for the energy: -745.39931 hartree. The calculation puts the gap between HOMO and LUMO at 9.441 eV. Its spin multiplicity is 1. The calculation puts the LUMO energy at 0.465 eV. For the energy above the lowest of the compared OMol25 structures with the same formula, charge and spin, the calculation gives 0.83 kcal per mole.

Element x y z (Å)
O  -1.86420  0.42408  0.55128
C  -0.98335  1.05784  1.46516
C  0.46398  0.65038  1.24900
C  0.96357  1.08423  -0.12179
S  2.58603  0.44889  -0.60404
H  -1.90309  -0.54078  0.67597
H  -1.25410  0.79863  2.49583
H  -1.18031  2.12019  1.32686
H  0.49935  -0.42263  1.37340
H  1.06923  1.10336  2.04844
H  0.23313  0.78456  -0.87407
H  0.99709  2.17161  -0.14516
H  2.13603  -0.62468  -1.25547
O  -1.35158  -2.43016  0.69360
H  -0.39171  -2.43323  0.77243
H  -1.52713  -2.60826  -0.24917
O  -1.76533  -0.91295  -2.06404
H  -1.85213  -0.99833  -3.01881
H  -2.13093  -0.03861  -1.85040

Here are the natural (NBO) charges for atoms 1 to 4, given in e: -0.77, -0.06, -0.43, -0.53